# 1
The following is a DFT calculation (ωB97M-V/def2-TZVPD) of a 2-piece molecular cluster, C20H15N4O10S2 overall at a distorted geometry.

The geometry in ORCA input format:
```
! wB97M-V def2-TZVPD RIJCOSX def2/J DEFGRID3
* xyz -1 1
C -2.24 1.71 -0.02
O -0.85 1.21 0.17
C -0.51 -0.05 -0.04
S -1.57 -0.98 -1.20
C -3.26 -1.36 -0.64
C -3.56 -2.00 0.57
C -4.88 -2.22 0.96
C -5.92 -1.85 0.11
C -5.62 -1.30 -1.15
C -4.30 -1.08 -1.53
O -1.78 -0.09 -2.32
O -0.91 -2.26 -1.41
S 0.05 -1.05 1.33
C 1.43 -1.97 0.65
C 2.09 -2.79 1.57
C 3.06 -3.68 1.12
C 3.42 -3.71 -0.23
C 2.79 -2.85 -1.14
C 1.77 -2.00 -0.70
O 0.47 -0.15 2.38
O -0.89 -2.11 1.66
H -2.40 1.84 -1.09
H -2.95 1.02 0.44
H -2.23 2.68 0.49
H -2.75 -2.32 1.22
H -5.08 -2.68 1.93
H -6.95 -1.97 0.42
H -6.42 -1.04 -1.84
H -4.06 -0.66 -2.51
H 1.83 -2.72 2.62
H 3.54 -4.35 1.84
H 4.20 -4.38 -0.58
H 3.06 -2.83 -2.19
H 1.29 -1.35 -1.42
O 2.77 5.83 1.98
N 2.77 5.42 0.81
O 3.06 6.14 -0.17
C 2.39 4.04 0.51
C 2.05 3.67 -0.78
C 1.77 2.32 -1.09
N 1.57 1.96 -2.48
O 1.57 2.89 -3.32
O 1.43 0.76 -2.80
C 1.79 1.31 -0.12
C 2.39 1.63 1.11
N 3.10 0.84 1.97
O 3.76 1.75 2.82
N 3.45 3.07 2.53
C 2.60 2.99 1.48
H 1.96 4.44 -1.55
H 1.69 0.27 -0.39
*
```

Output
gap between HOMO and LUMO: 5.007 eV
total energy: -2538.5887 hartree
E_LUMO: 0.602 eV
maximum force: 3.93 eV/A

# 2
The following is a DFT calculation (ωB97M-V/def2-TZVPD) of an isolated ion of composition C20H15N4O9 and charge -1 at a distorted geometry.

The geometry in ORCA input format:
```
! wB97M-V def2-TZVPD RIJCOSX def2/J DEFGRID3
* xyz -1 1
N 4.20 4.66 0.71
C 3.26 4.02 0.44
C 2.09 3.29 0.08
C 1.62 3.03 -1.22
C 0.52 2.18 -1.43
N 0.11 2.02 -2.78
O 0.81 2.49 -3.71
O -0.97 1.40 -2.99
C -0.33 1.51 -0.42
C 0.12 2.00 0.85
N -0.52 1.85 2.10
O -1.63 1.52 2.42
O 0.49 2.15 3.06
N 1.63 2.74 2.44
C 1.31 2.70 1.12
H 2.13 3.47 -2.08
H -1.45 1.64 -0.53
C 1.76 -1.12 5.18
O 0.42 -1.24 4.64
C 0.25 -1.35 3.29
C -1.08 -1.45 2.83
C -1.38 -1.20 1.50
C -0.37 -0.81 0.58
C -0.65 -0.01 -0.69
C 0.31 -0.48 -1.80
O 1.52 -0.34 -1.73
O -0.14 -1.14 -2.92
C -1.45 -1.71 -3.06
C -1.82 -1.62 -4.54
C -1.44 -3.15 -2.55
O -2.41 -0.93 -2.33
C -2.13 -0.34 -1.13
O -3.09 -0.02 -0.45
C 0.97 -0.96 1.01
C 1.29 -1.20 2.34
H 1.63 -1.13 6.27
H 2.39 -1.98 4.89
H 2.25 -0.19 4.85
H -1.86 -1.65 3.56
H -2.42 -1.28 1.20
H -1.78 -0.57 -4.85
H -1.10 -2.21 -5.13
H -2.83 -2.02 -4.69
H -1.16 -3.17 -1.49
H -2.44 -3.58 -2.68
H -0.71 -3.73 -3.13
H 1.78 -0.88 0.30
H 2.33 -1.21 2.66
*
```

Output
gap between HOMO and LUMO: 7.093 eV
total energy: -1667.1305 hartree
E_LUMO: 2.637 eV
maximum force: 4.46 eV/A

# 3
The following is a DFT calculation (ωB97M-V/def2-TZVPD) of C20H16As2NO15S2Tc as an isolated structure.

The geometry in ORCA input format:
```
! wB97M-V def2-TZVPD RIJCOSX def2/J DEFGRID3
* xyz -1 2
Tc 0.32 0.53 -0.50
O 2.14 4.61 -1.12
As 0.77 3.82 -0.34
O 0.52 4.28 1.18
O 1.26 2.20 -0.65
C -0.62 4.40 -1.56
C -0.52 5.73 -1.94
C -1.51 6.32 -2.73
C -2.60 5.58 -3.14
C -2.71 4.24 -2.77
C -1.72 3.67 -1.99
S -1.84 1.96 -1.58
O -1.50 1.86 -0.14
O -3.17 1.50 -1.92
O -0.74 1.29 -2.32
H 2.81 3.94 -1.31
H 0.33 6.32 -1.63
H -1.42 7.36 -3.01
H -3.38 6.03 -3.75
H -3.55 3.64 -3.08
O -3.42 -1.55 -1.16
As -2.08 -1.90 -0.08
O -2.41 -1.76 1.49
O -0.86 -0.90 -0.74
C -1.52 -3.58 -0.86
C -2.51 -4.35 -1.44
C -2.19 -5.53 -2.11
C -0.87 -5.93 -2.20
C 0.13 -5.16 -1.62
C -0.19 -3.99 -0.96
S 1.19 -3.14 -0.19
O 0.70 -2.46 0.96
O 2.22 -4.12 -0.06
O 1.70 -2.15 -1.31
H -3.43 -0.61 -1.40
H -3.54 -4.03 -1.40
H -2.98 -6.12 -2.55
H -0.61 -6.85 -2.71
H 1.16 -5.48 -1.66
N 2.54 -0.24 -2.22
C 1.70 -0.68 -1.41
H 3.15 -0.96 -2.60
O -0.34 -0.09 3.71
C 0.91 -0.35 4.12
C 1.08 -0.57 5.49
C 2.32 -0.86 6.01
C 3.43 -0.95 5.18
C 3.27 -0.73 3.83
C 2.03 -0.42 3.28
C 2.00 -0.19 1.80
O 2.97 -0.29 1.10
O 0.81 0.25 1.35
H -0.36 -0.03 2.74
H 0.20 -0.51 6.12
H 2.42 -1.03 7.08
H 4.41 -1.19 5.59
H 4.11 -0.79 3.15
*
```

Output
gap between HOMO and LUMO (alpha / beta): 6.997 / 7.512 eV
relative energy (zero: lowest compared OMol25 entry of this formula, charge and spin): 0.045 eV
total energy: -7303.9684 hartree
E_LUMO (alpha / beta): 1.065 / 1.582 eV
<S²>: 1.173
maximum force: 0.49 eV/A

> What is the maximum force in the second record?

4.46 eV/A